[1]
# Cl2H2N2S2

A structure of composition Cl2H2N2S2 at a distorted geometry (ωB97M-V/def2-TZVPD, the OMol25 dataset).

Element x y z (Å)
N  -0.591  2.028  0.894
N  0.643  1.057  2.058
S  -0.001  2.328  -0.567
S  1.208  -0.235  1.200
Cl  -2.051  1.180  1.130
Cl  1.763  2.221  2.380
H  0.115  1.052  -0.876
H  -0.030  -0.965  0.934

Forces on atoms 1 to 3 (eV/Å):
0.64 0.59 3.07
-3.57 0.43 -0.54
0.15 0.12 -0.45

Summary:
E_tot, eV: -49722.4752
Gap between HOMO and LUMO (alpha / beta), eV: 8.0 / 8.0
Strongest force on any atom, eV/A: 3.6
HOMO level (alpha / beta), Ha: -0.3245 / -0.3244
Charge: 0

***

[2]
# C55H45F7N6P2Pt

A structure of composition C55H45F7N6P2Pt at a distorted geometry (ωB97M-V/def2-TZVPD, the OMol25 dataset).

Element x y z (Å)
Pt  0.024  -0.212  0.094
C  -4.745  2.410  -0.638
N  -3.803  1.297  -0.779
C  -2.478  1.337  -0.524
N  -1.967  0.123  -0.636
C  -2.997  -0.740  -0.921
C  -4.148  -0.008  -1.045
C  -5.536  -0.419  -1.339
C  -6.204  0.095  -2.449
C  -7.505  -0.300  -2.729
C  -8.144  -1.210  -1.897
C  -7.480  -1.724  -0.791
C  -6.178  -1.333  -0.510
C  -2.821  -2.193  -1.089
C  -2.043  -2.931  -0.202
C  -1.864  -4.296  -0.380
C  -2.475  -4.948  -1.444
C  -3.275  -4.225  -2.320
C  -3.448  -2.859  -2.143
P  -1.541  2.847  -0.126
C  -0.720  2.403  1.433
N  0.128  1.410  1.585
C  0.555  1.414  2.881
C  -0.027  2.472  3.528
N  -0.845  3.081  2.601
C  -1.773  4.181  2.863
C  0.076  2.911  4.932
C  0.544  4.185  5.249
C  0.645  4.584  6.574
C  0.277  3.709  7.588
C  -0.186  2.437  7.275
C  -0.286  2.035  5.951
C  1.471  0.384  3.401
C  2.566  0.724  4.193
C  3.404  -0.261  4.694
C  3.156  -1.602  4.422
C  2.060  -1.949  3.642
C  1.225  -0.962  3.134
C  -0.151  2.518  -1.267
N  0.619  1.447  -1.270
C  1.508  1.568  -2.305
C  1.255  2.739  -2.968
N  0.206  3.335  -2.293
C  -0.373  4.642  -2.613
C  1.932  3.338  -4.136
C  3.314  3.513  -4.116
C  3.969  4.039  -5.220
C  3.249  4.395  -6.353
C  1.871  4.223  -6.380
C  1.216  3.696  -5.276
C  2.546  0.553  -2.578
C  3.450  0.204  -1.571
C  4.447  -0.734  -1.811
C  4.545  -1.339  -3.058
C  3.654  -0.990  -4.067
C  2.662  -0.045  -3.831
H  -4.428  3.045  0.183
H  -4.807  2.991  -1.556
H  -5.722  2.001  -0.402
H  -5.697  0.793  -3.107
H  -8.016  0.097  -3.597
H  -9.161  -1.515  -2.110
H  -7.980  -2.429  -0.138
H  -5.657  -1.721  0.357
H  -1.659  -2.461  0.685
H  -1.271  -4.857  0.333
H  -2.355  -6.018  -1.572
H  -3.764  -4.724  -3.148
H  -4.064  -2.303  -2.839
H  -1.884  4.284  3.938
H  -1.401  5.115  2.446
H  -2.744  3.939  2.438
H  0.846  4.860  4.455
H  1.016  5.572  6.815
H  0.349  4.019  8.623
H  -0.480  1.757  8.064
H  -0.661  1.050  5.697
H  2.764  1.766  4.411
H  4.252  0.019  5.306
H  3.794  -2.370  4.841
H  1.827  -2.993  3.466
H  0.318  -1.242  2.607
H  0.389  5.254  -3.086
H  -1.219  4.536  -3.290
H  -0.707  5.125  -1.699
H  3.873  3.236  -3.230
H  5.043  4.174  -5.195
H  3.761  4.805  -7.214
H  1.308  4.491  -7.265
H  0.143  3.543  -5.309
H  3.386  0.702  -0.609
H  5.149  -0.989  -1.026
H  5.323  -2.069  -3.249
H  3.738  -1.447  -5.044
H  1.972  0.230  -4.620
F  3.939  -6.671  -0.876
C  3.294  -5.517  -0.859
C  3.383  -4.735  0.294
C  2.724  -3.535  0.300
C  1.994  -3.118  -0.840
C  1.389  -1.870  -0.852
C  1.924  -3.951  -1.984
C  2.569  -5.158  -1.997
H  3.959  -5.088  1.139
H  2.764  -2.888  1.169
H  0.925  -1.505  -1.758
H  1.653  -1.197  0.014
H  1.352  -3.621  -2.843
H  2.542  -5.824  -2.849
F  -1.793  -0.460  2.233
P  -3.160  -0.187  3.111
F  -4.490  0.127  3.937
F  -2.878  -1.518  3.954
F  -2.264  0.682  4.146
F  -3.996  -1.032  2.016
F  -3.381  1.170  2.208

Forces on atoms 1 to 3 (eV/Å):
0.71 0.24 -0.22
0.13 -0.14 0.00
-0.09 0.16 -0.02

Summary:
E_tot, eV: -107553.4961
Expectation value of S²: 0.819
Spin multiplicity: 2
Gap between HOMO and LUMO (alpha / beta), eV: 5.3 / 5.5
Strongest force on any atom, eV/A: 1.6
HOMO level (alpha / beta), Ha: -0.3758 / -0.3768
Charge: +1

***

[3]
# C20H45Cl8N2O6P

A cluster of 7 separate species, C20H45Cl8N2O6P in total at a distorted geometry (ωB97M-V/def2-TZVPD, the OMol25 dataset).

Element x y z (Å)
C  0.900  3.659  -0.682
O  0.556  2.556  -0.429
N  1.228  4.589  0.251
C  1.284  5.934  -0.195
C  1.125  4.484  1.686
H  0.973  3.946  -1.742
H  2.291  6.352  -0.187
H  0.654  6.632  0.356
H  0.984  6.000  -1.241
H  0.588  5.199  2.309
H  0.956  3.499  2.121
H  2.064  4.647  2.214
C  0.258  -5.492  -1.174
O  0.472  -5.952  -2.270
N  -0.683  -4.598  -0.924
C  -1.000  -3.902  0.311
C  -1.339  -3.981  -2.089
H  0.838  -5.872  -0.318
H  -0.298  -4.234  1.075
H  -2.058  -3.782  0.543
H  -0.544  -2.919  0.187
H  -2.405  -4.196  -2.023
H  -1.208  -2.910  -2.245
H  -1.149  -4.427  -3.066
Cl  5.634  1.462  1.724
C  7.003  0.672  0.958
C  8.267  1.541  0.892
Cl  9.214  1.395  2.483
H  6.709  0.413  -0.059
H  7.037  -0.298  1.453
H  8.090  2.593  0.669
H  8.938  1.314  0.064
Cl  1.275  1.346  -6.708
C  0.433  1.998  -5.250
C  1.249  1.995  -3.945
Cl  2.692  3.089  -3.860
H  -0.503  1.462  -5.097
H  0.222  3.042  -5.486
H  1.700  1.019  -3.765
H  0.533  2.179  -3.143
Cl  2.173  -2.711  -1.106
C  1.703  -1.027  -1.455
C  2.659  -0.204  -0.512
Cl  4.406  -0.453  -0.986
H  0.665  -1.023  -1.123
H  1.829  -0.884  -2.528
H  2.567  -0.371  0.561
H  2.414  0.836  -0.727
Cl  3.366  -3.091  5.279
C  2.891  -3.493  3.556
C  2.021  -2.506  2.884
Cl  0.490  -2.228  3.714
H  2.299  -4.408  3.529
H  3.818  -3.606  2.994
H  1.865  -2.837  1.858
H  2.450  -1.504  2.861
C  -5.851  -2.708  -0.419
C  -4.692  -2.149  -1.174
O  -3.711  -1.663  -0.283
P  -3.709  -0.061  0.000
O  -3.205  0.748  -1.102
O  -2.861  0.039  1.343
C  -1.491  0.254  1.318
C  -1.092  1.326  2.336
O  -5.183  0.239  0.660
C  -5.740  1.574  0.997
C  -7.079  1.455  1.747
H  -5.459  -3.582  0.101
H  -6.178  -2.062  0.396
H  -6.672  -2.961  -1.089
H  -4.285  -2.988  -1.737
H  -4.907  -1.566  -2.070
H  -1.101  -0.744  1.518
H  -1.118  0.373  0.301
H  -1.453  2.292  1.982
H  -1.457  1.164  3.350
H  -0.009  1.448  2.352
H  -5.075  2.201  1.591
H  -5.905  2.112  0.063
H  -7.846  1.036  1.096
H  -6.971  0.847  2.645
H  -7.548  2.430  1.881

Forces on atoms 1 to 3 (eV/Å):
0.27 1.38 0.22
-0.71 -3.27 0.70
-0.76 0.94 0.25

Summary:
E_tot, eV: -146203.9690
Expectation value of S²: 0.750
Spin multiplicity: 2
Gap between HOMO and LUMO (alpha / beta), eV: 1.6 / 9.5
Strongest force on any atom, eV/A: 3.4
HOMO level (alpha / beta), Ha: 0.0247 / -0.2664
Charge: -1

***

[4]
# CHBr4OP

A structure of composition CHBr4OP at a distorted geometry (ωB97M-V/def2-TZVPD, the OMol25 dataset).

Element x y z (Å)
C  -0.339  0.633  0.558
O  -0.069  -3.329  -3.090
P  0.088  -2.035  -2.486
Br  -1.993  1.380  -0.101
Br  -0.546  -1.269  0.949
Br  1.098  0.821  -0.741
Br  -1.748  -0.923  -3.444
H  0.051  1.130  1.590

Forces on atoms 1 to 3 (eV/Å):
1.08 0.63 2.08
0.42 -1.68 -0.25
-1.15 1.46 -0.42

Summary:
E_tot, eV: -292559.3894
Gap between HOMO and LUMO, eV: 9.0
Strongest force on any atom, eV/A: 3.2
HOMO level, Ha: -0.3732
Charge: 0

***

[5]
# C3H20O6S2

A cluster of 7 separate species, C3H20O6S2 in total at a distorted geometry (ωB97M-V/def2-TZVPD, the OMol25 dataset).

Element x y z (Å)
C  -1.306  -2.462  -0.450
C  -2.235  -2.268  0.737
S  -2.231  -0.763  1.736
S  -0.576  -0.749  2.803
C  0.782  -0.453  1.624
H  -1.857  -2.860  -1.304
H  -0.537  -3.177  -0.199
H  -0.744  -1.582  -0.782
H  -3.288  -2.480  0.534
H  -2.124  -3.065  1.479
H  0.691  -1.146  0.790
H  0.686  0.550  1.217
H  1.695  -0.647  2.167
O  -0.107  2.273  -0.211
H  0.815  2.512  -0.376
H  -0.490  3.157  -0.098
O  -2.686  1.166  -0.996
H  -2.231  0.553  -0.404
H  -2.132  1.120  -1.788
O  3.263  1.086  -1.859
H  3.246  0.163  -1.528
H  3.410  1.677  -1.109
O  -1.048  3.603  2.099
H  -1.565  2.827  1.863
H  -0.176  3.311  2.371
O  3.203  -1.448  -0.694
H  3.176  -2.374  -0.949
H  3.069  -1.368  0.255
O  0.277  0.603  -2.391
H  -0.081  1.281  -1.798
H  1.103  0.963  -2.738

Forces on atoms 1 to 3 (eV/Å):
0.16 0.26 -0.28
-0.53 -1.14 1.22
-1.12 0.61 -1.29

Summary:
E_tot, eV: -37391.0240
Gap between HOMO and LUMO, eV: 8.8
Strongest force on any atom, eV/A: 1.8
SMILES string: CCSSC.O.O.O.O.O.O
HOMO level, Ha: -0.3222
Charge: 0

***

[6]
# CH2O2S

An isolated molecule of CH2O2S at a distorted geometry (ωB97M-V/def2-TZVPD, the OMol25 dataset).

Element x y z (Å)
O  0.951  0.015  -0.795
C  -0.094  0.084  0.026
O  -0.456  -1.173  -0.037
S  -0.678  1.328  0.994
H  1.777  0.719  -0.522
H  -1.501  -0.973  0.334

Forces on atoms 1 to 3 (eV/Å):
4.80 4.42 0.91
2.08 0.36 0.20
-7.22 0.76 2.35

Summary:
E_tot, eV: -15998.1926
Gap between HOMO and LUMO, eV: 9.6
Strongest force on any atom, eV/A: 7.6
SMILES string: OC(O)=S
HOMO level, Ha: -0.3429
Charge: 0